#1
ORCA calculation (the ωB97M-V functional and the def2-TZVPD basis) on a cluster of 3 separate species, C4H10N2O in total.

Element x y z (Å)
1 O 2.37 0.97 -0.85
2 N 0.24 0.19 -0.81
3 N -0.97 -0.17 1.09
4 C 1.95 -0.87 0.63
5 C 1.56 0.31 -0.23
6 C -2.17 0.06 -1.07
7 C -0.95 -0.06 -0.19
8 H 0.82 1.48 1.38
9 H -3.04 -0.34 -0.56
10 H -1.89 -0.29 1.50
11 H -2.01 -0.48 -2.00
12 H 1.92 -1.77 0.01
13 H 0.19 0.61 -1.73
14 H -2.35 1.11 -1.30
15 H 1.24 -1.01 1.45
16 H 2.94 -0.72 1.02
17 H 0.16 0.97 1.64

Summary:
multiplicity = 1
gap between HOMO and LUMO = 10.284 eV
molecular weight = 102.14 g mol⁻¹
highest occupied orbital energy = -9.511 eV
net charge = 0
LUMO = 0.8 eV

From a Mulliken analysis of the wavefunction, the atomic charges in e read: number 1, O, carries -0.589; number 2, N, carries -0.140; number 3, N, carries -0.657; number 4, C, carries -0.799; number 5, C, carries 0.232; number 6, C, carries -1.274; number 7, C, carries 0.830; number 8, H, carries 0.092; number 9, H, carries 0.388; number 10, H, carries 0.156; number 11, H, carries 0.347; number 12, H, carries 0.275; number 13, H, carries 0.208; number 14, H, carries 0.299; number 15, H, carries 0.341; number 16, H, carries 0.294; number 17, H, carries -0.005

#2
ORCA calculation (the ωB97M-V functional and the def2-TZVPD basis) on an isolated molecule of C4H10N2O.

Element x y z (Å)
1 O -2.36 -0.13 0.63
2 N -1.15 -0.94 -1.10
3 N 1.74 0.96 0.10
4 C 2.69 0.50 1.12
5 C 0.48 0.49 0.34
6 C -0.31 0.21 -0.99
7 C -2.54 -0.73 -0.52
8 H -3.08 -0.18 -1.33
9 H 2.74 -0.60 1.18
10 H 0.34 -0.36 1.04
11 H -1.06 1.00 -1.20
12 H 2.41 0.84 2.12
13 H 0.35 0.31 -1.85
14 H -3.03 -1.73 -0.57
15 H 3.64 0.92 0.80
16 H -0.14 1.22 0.93
17 H -0.72 -1.77 -0.70

Summary:
multiplicity = 1
gap between HOMO and LUMO = 4.397 eV
molecular weight = 102.14 g mol⁻¹
highest occupied orbital energy = -7.704 eV
net charge = 0
LUMO = -3.3 eV

From a Mulliken analysis of the wavefunction, the atomic charges in e read: number 1, O, carries -0.613; number 2, N, carries -0.261; number 3, N, carries -0.314; number 4, C, carries -0.774; number 5, C, carries -0.347; number 6, C, carries -0.612; number 7, C, carries -0.399; number 8, H, carries 0.281; number 9, H, carries 0.335; number 10, H, carries 0.447; number 11, H, carries 0.263; number 12, H, carries 0.328; number 13, H, carries 0.443; number 14, H, carries 0.310; number 15, H, carries 0.308; number 16, H, carries 0.342; number 17, H, carries 0.265

#3
ORCA calculation (the ωB97M-V functional and the def2-TZVPD basis) on an isolated molecule of C4H10N2O.

Element x y z (Å)
1 O -0.34 -1.77 1.08
2 N -0.81 1.79 1.28
3 N -0.17 -0.03 -1.09
4 C 0.42 -2.07 0.20
5 C 0.44 -1.33 -1.09
6 C 0.69 0.99 -0.51
7 C -0.05 2.15 0.09
8 H 1.27 0.58 0.34
9 H 1.32 1.34 -1.33
10 H -1.78 2.10 1.30
11 H -0.60 2.81 -0.60
12 H 1.14 -2.88 0.28
13 H 1.45 -1.29 -1.53
14 H 0.68 2.93 0.36
15 H 0.01 -1.96 -1.89
16 H -1.09 -0.11 -0.65
17 H -0.77 0.78 1.39

Summary:
multiplicity = 1
gap between HOMO and LUMO = 9.929 eV
SMILES = NCCNCC=O
molecular weight = 102.14 g mol⁻¹
highest occupied orbital energy = -8.939 eV
net charge = 0
LUMO = 1.0 eV

From a Mulliken analysis of the wavefunction, the atomic charges in e read: number 1, O, carries -0.472; number 2, N, carries -0.561; number 3, N, carries -0.386; number 4, C, carries 0.116; number 5, C, carries -0.754; number 6, C, carries -0.495; number 7, C, carries -0.627; number 8, H, carries 0.329; number 9, H, carries 0.354; number 10, H, carries 0.214; number 11, H, carries 0.318; number 12, H, carries 0.375; number 13, H, carries 0.364; number 14, H, carries 0.277; number 15, H, carries 0.358; number 16, H, carries 0.303; number 17, H, carries 0.286

#4
ORCA calculation (the ωB97M-V functional and the def2-TZVPD basis) on an isolated molecule of C4H10N2O.

Element x y z (Å)
1 O 2.15 -0.91 0.01
2 N 1.77 1.26 0.09
3 N 1.42 0.06 0.10
4 C -0.61 1.26 0.63
5 C -0.57 -0.16 -1.43
6 C -0.64 -1.40 0.74
7 C -0.15 -0.11 0.03
8 H -0.19 1.49 1.64
9 H 2.82 1.35 0.37
10 H -1.50 -1.88 0.14
11 H -1.62 -0.16 -1.54
12 H -0.22 -1.12 -1.85
13 H -0.77 -1.15 1.83
14 H -0.06 0.64 -1.98
15 H -1.68 0.99 0.65
16 H -0.41 1.86 -0.24
17 H 0.27 -2.02 0.81

Summary:
multiplicity = 1
gap between HOMO and LUMO = 10.677 eV
SMILES = [H]/N=[N+](\[O-])C(C)(C)C
molecular weight = 102.14 g mol⁻¹
highest occupied orbital energy = -9.746 eV
net charge = 0
LUMO = 0.9 eV

From a Mulliken analysis of the wavefunction, the atomic charges in e read: number 1, O, carries -0.659; number 2, N, carries -0.860; number 3, N, carries 1.001; number 4, C, carries -1.347; number 5, C, carries -1.722; number 6, C, carries -1.352; number 7, C, carries 1.188; number 8, H, carries 0.369; number 9, H, carries 0.244; number 10, H, carries 0.302; number 11, H, carries 0.406; number 12, H, carries 0.408; number 13, H, carries 0.346; number 14, H, carries 0.465; number 15, H, carries 0.386; number 16, H, carries 0.429; number 17, H, carries 0.395

The structure with the greatest stability is #3.

#1
ORCA calculation (the ωB97M-V functional and the def2-TZVPD basis) on an isolated molecule of C4H13N3.

Element x y z (Å)
1 N 0.00 -0.11 -0.34
2 N -2.12 1.75 0.05
3 N 2.71 0.70 0.48
4 C -2.41 0.44 -0.55
5 C 2.40 -0.65 -0.07
6 C -1.37 -0.60 -0.19
7 C 0.98 -1.02 0.21
8 H 0.04 0.77 0.15
9 H -2.59 2.42 -0.55
10 H 2.70 -0.62 -1.12
11 H 2.92 0.63 1.47
12 H -1.53 -1.08 0.79
13 H 0.75 -1.99 -0.25
14 H -2.47 0.55 -1.63
15 H 3.53 1.02 -0.03
16 H -1.46 -1.52 -0.78
17 H 0.89 -1.19 1.30
18 H 3.02 -1.45 0.37
19 H -3.39 0.07 -0.23
20 H -2.60 1.86 0.93

Summary:
multiplicity = 1
gap between HOMO and LUMO = 9.582 eV
SMILES = NCCNCCN
molecular weight = 103.17 g mol⁻¹
highest occupied orbital energy = -8.423 eV
net charge = 0
LUMO = 1.2 eV

From a Mulliken analysis of the wavefunction, the atomic charges in e read: number 1, N, carries -0.380; number 2, N, carries -0.604; number 3, N, carries -0.572; number 4, C, carries -0.401; number 5, C, carries -0.536; number 6, C, carries -0.783; number 7, C, carries -0.696; number 8, H, carries 0.372; number 9, H, carries 0.232; number 10, H, carries 0.416; number 11, H, carries 0.197; number 12, H, carries 0.330; number 13, H, carries 0.360; number 14, H, carries 0.338; number 15, H, carries 0.225; number 16, H, carries 0.355; number 17, H, carries 0.309; number 18, H, carries 0.311; number 19, H, carries 0.336; number 20, H, carries 0.193

#2
ORCA calculation (the ωB97M-V functional and the def2-TZVPD basis) on a cluster of 2 separate species, C4H13N3 in total.

Element x y z (Å)
1 N 1.35 -0.42 -0.35
2 N -4.69 0.20 -1.06
3 N -2.05 -0.33 0.68
4 C 0.46 -0.66 0.70
5 C -0.76 0.22 0.51
6 C 2.28 0.64 -0.20
7 C 3.64 -0.08 -0.17
8 H -4.14 0.59 -1.80
9 H 0.22 -1.71 0.68
10 H 3.63 -0.78 -1.01
11 H -0.76 1.29 0.76
12 H -2.19 -0.77 1.60
13 H 2.07 1.26 0.68
14 H 3.72 -0.52 0.81
15 H -5.13 -0.64 -1.41
16 H 0.74 -0.47 1.77
17 H 4.51 0.56 -0.36
18 H 2.26 1.42 -1.01
19 H -1.01 0.26 -0.57
20 H -4.13 -0.06 -0.25

Summary:
multiplicity = 1
gap between HOMO and LUMO = 5.459 eV
molecular weight = 103.17 g mol⁻¹
highest occupied orbital energy = -7.919 eV
net charge = 0
LUMO = -2.5 eV

From a Mulliken analysis of the wavefunction, the atomic charges in e read: number 1, N, carries -0.373; number 2, N, carries -0.693; number 3, N, carries -0.565; number 4, C, carries -0.190; number 5, C, carries -0.586; number 6, C, carries -0.288; number 7, C, carries -1.131; number 8, H, carries 0.211; number 9, H, carries 0.367; number 10, H, carries 0.317; number 11, H, carries 0.374; number 12, H, carries 0.155; number 13, H, carries 0.321; number 14, H, carries 0.286; number 15, H, carries 0.201; number 16, H, carries 0.254; number 17, H, carries 0.356; number 18, H, carries 0.348; number 19, H, carries 0.344; number 20, H, carries 0.294

The structure with the greatest stability is #1.

#1
ORCA calculation (the ωB97M-V functional and the def2-TZVPD basis) on an isolated molecule of C4H13N3.

Element x y z (Å)
1 N -0.91 0.27 -0.12
2 N 2.60 1.08 0.99
3 N -3.21 -0.62 0.24
4 C 1.79 -0.21 0.95
5 C -2.04 -0.46 -0.67
6 C 0.37 0.55 -0.85
7 C 1.40 -0.54 -0.55
8 H 0.88 -1.53 -0.66
9 H -3.99 -1.02 -0.16
10 H 0.32 0.64 -1.98
11 H 2.15 -0.48 -1.35
12 H 2.39 -1.07 1.21
13 H 2.70 1.73 0.20
14 H -2.38 0.11 -1.57
15 H 0.76 1.52 -0.32
16 H -2.85 -1.20 0.96
17 H 1.02 -0.14 1.75
18 H -1.68 -1.45 -1.06
19 H -1.20 1.02 0.46
20 H 3.40 0.78 1.48

Summary:
multiplicity = 1
gap between HOMO and LUMO = 9.470 eV
SMILES = NCCCNCN
molecular weight = 103.17 g mol⁻¹
highest occupied orbital energy = -8.289 eV
net charge = 0
LUMO = 1.2 eV

From a Mulliken analysis of the wavefunction, the atomic charges in e read: number 1, N, carries -0.154; number 2, N, carries -0.517; number 3, N, carries -0.604; number 4, C, carries -0.548; number 5, C, carries -0.431; number 6, C, carries -0.711; number 7, C, carries -0.472; number 8, H, carries 0.269; number 9, H, carries 0.220; number 10, H, carries 0.262; number 11, H, carries 0.360; number 12, H, carries 0.395; number 13, H, carries 0.187; number 14, H, carries 0.336; number 15, H, carries 0.293; number 16, H, carries 0.220; number 17, H, carries 0.228; number 18, H, carries 0.225; number 19, H, carries 0.238; number 20, H, carries 0.204

#2
ORCA calculation (the ωB97M-V functional and the def2-TZVPD basis) on a cluster of 2 separate species, C4H13N3 in total.

Element x y z (Å)
1 N -1.35 1.60 -1.69
2 N -1.05 -2.11 -1.40
3 N 2.82 0.64 2.70
4 C -1.66 -0.79 -1.28
5 C 0.80 -0.22 1.68
6 C -0.72 0.27 -1.79
7 C 1.67 0.75 1.91
8 H -0.50 0.07 -2.84
9 H 2.92 1.40 3.36
10 H -0.05 -0.03 1.03
11 H -1.65 -2.82 -1.01
12 H -1.22 2.00 -0.77
13 H -0.18 -2.14 -0.89
14 H 0.90 -1.20 2.13
15 H 0.23 0.21 -1.25
16 H 2.88 -0.25 3.18
17 H -1.96 -0.54 -0.25
18 H -0.91 2.23 -2.35
19 H 1.60 1.71 1.42
20 H -2.57 -0.75 -1.89

Summary:
multiplicity = 1
gap between HOMO and LUMO = 9.729 eV
SMILES = C=CN.NCCN
molecular weight = 103.17 g mol⁻¹
highest occupied orbital energy = -8.740 eV
net charge = 0
LUMO = 1.0 eV

From a Mulliken analysis of the wavefunction, the atomic charges in e read: number 1, N, carries -0.638; number 2, N, carries -0.650; number 3, N, carries -0.517; number 4, C, carries -0.402; number 5, C, carries -0.786; number 6, C, carries -0.420; number 7, C, carries 0.145; number 8, H, carries 0.399; number 9, H, carries 0.233; number 10, H, carries 0.161; number 11, H, carries 0.232; number 12, H, carries 0.222; number 13, H, carries 0.240; number 14, H, carries 0.175; number 15, H, carries 0.206; number 16, H, carries 0.220; number 17, H, carries 0.235; number 18, H, carries 0.229; number 19, H, carries 0.328; number 20, H, carries 0.387

The structure with the greatest stability is #2.